This record from OMol25 describes an isolated molecule of C18H20ClNO3S. The level of theory is ωB97M-V with the def2-TZVPD basis set.

Bonds (Å) are listed after each position.
Geometry (Å):
1 C -0.471 -0.002 -3.589  O2 1.407, H25 1.089, H26 1.094, H27 1.095
2 O -1.656 0.178 -2.852  C1 1.407, C3 1.362
3 C -1.562 0.593 -1.558  O2 1.362, C4 1.396, C24 1.386
4 C -2.783 0.759 -0.901  C3 1.396, C5 1.386, H28 1.077
5 C -2.815 1.154 0.427  C4 1.386, O6 1.356, C8 1.396
6 O -3.946 1.330 1.153  C5 1.356, C7 1.408
7 C -5.182 1.016 0.557  O6 1.408, H29 1.095, H30 1.089, H31 1.094
8 C -1.613 1.387 1.099  C5 1.396, C9 1.383, H32 1.077
9 C -0.406 1.234 0.443  C8 1.383, C10 1.488, C24 1.395
10 C 0.842 1.387 1.239  C9 1.488, O11 1.217, N12 1.356
11 O 0.884 1.190 2.440  C10 1.217
12 N 1.950 1.740 0.541  C10 1.356, C13 1.440, H33 1.007
13 C 3.265 1.609 1.110  N12 1.440, C14 1.527, H34 1.094, H35 1.098
14 C 4.232 0.928 0.143  C13 1.527, S15 1.825, H36 1.090, H37 1.091
15 S 3.496 -0.434 -0.824  C14 1.825, C16 1.842
16 C 3.088 -1.693 0.457  S15 1.842, C17 1.496, H38 1.087, H39 1.091
17 C 1.608 -1.879 0.577  C16 1.496, C18 1.391, C23 1.388
18 C 0.873 -2.258 -0.542  C17 1.391, C19 1.381, H40 1.081
19 C -0.499 -2.395 -0.478  C18 1.381, C20 1.386, H41 1.079
20 C -1.144 -2.148 0.724  C19 1.386, Cl21 1.724, C22 1.383
21 Cl -2.861 -2.282 0.805  C20 1.724
22 C -0.431 -1.792 1.854  C20 1.383, C23 1.384, H42 1.078
23 C 0.945 -1.661 1.776  C17 1.388, C22 1.384, H43 1.079
24 C -0.370 0.836 -0.893  C3 1.386, C9 1.395, H44 1.078
25 H -0.787 -0.337 -4.576  C1 1.089
26 H 0.175 -0.761 -3.138  C1 1.094
27 H 0.087 0.935 -3.689  C1 1.095
28 H -3.677 0.549 -1.463  C4 1.077
29 H -5.389 1.660 -0.304  C7 1.095
30 H -5.933 1.191 1.326  C7 1.089
31 H -5.220 -0.032 0.245  C7 1.094
32 H -1.629 1.674 2.137  C8 1.077
33 H 1.887 1.934 -0.445  N12 1.007
34 H 3.143 1.030 2.030  C13 1.094
35 H 3.677 2.590 1.381  C13 1.098
36 H 5.107 0.548 0.669  C14 1.090
37 H 4.561 1.627 -0.627  C14 1.091
38 H 3.536 -1.365 1.391  C16 1.087
39 H 3.572 -2.613 0.123  C16 1.091
40 H 1.391 -2.434 -1.475  C18 1.081
41 H -1.069 -2.681 -1.349  C19 1.079
42 H -0.941 -1.599 2.784  C22 1.078
43 H 1.493 -1.369 2.658  C23 1.079
44 H 0.573 0.659 -1.384  C24 1.078

Molar mass ... 365.88 g/mol
Gap between HOMO and LUMO ... 8.77 eV
Relative energy (zero: lowest compared OMol25 entry of this formula, charge and spin) ... 16.8 kcal/mol
DFT total energy ... -1836.77321 Ha
SMILES ... COc1cc(OC)cc(C(=O)NCCSCc2ccc(Cl)cc2)c1
HOMO ... -8.248 eV

Here are the Mulliken charges for atoms 1 to 4, given in e: -0.6526 -0.4763 -0.0478 -0.2148